[1]
ORCA calculation (ωB97M-V with the def2-TZVPD basis set) on a molecular structure, C59H52AuGeN2O7P2S.

```
125
Properties=species:S:1:pos:R:3:lowdin_charge:R:1
Au -0.1410 -0.0517 1.7793 1.102
O -0.4619 1.7069 0.8198 -0.473
P -1.1476 3.0532 0.7164 0.788
C -2.4198 3.0589 -0.5538 -0.287
P -3.9312 2.1478 -0.0746 0.730
O -3.6558 1.0819 0.9317 -0.324
C -5.0421 3.4116 0.5616 -0.281
C -5.4580 3.2962 1.8836 -0.077
C -6.3243 4.2384 2.4194 -0.069
C -6.7723 5.2925 1.6395 -0.066
C -6.3612 5.4101 0.3162 -0.066
C -5.5030 4.4674 -0.2233 -0.077
C -4.5972 1.5533 -1.6303 -0.278
C -4.4547 2.2538 -2.8279 -0.090
C -4.9854 1.7425 -4.0004 -0.064
C -5.6559 0.5266 -3.9824 -0.059
C -5.8019 -0.1742 -2.7950 -0.056
C -5.2742 0.3382 -1.6189 -0.067
C -1.8950 3.6404 2.2286 -0.282
C -2.4449 4.9224 2.2287 -0.073
C -3.0271 5.4254 3.3784 -0.063
C -3.0571 4.6519 4.5316 -0.059
C -2.5072 3.3782 4.5360 -0.056
C -1.9258 2.8706 3.3842 -0.077
C 0.0861 4.2547 0.2203 -0.265
C 1.3589 4.1221 0.7761 -0.055
C 2.3524 5.0331 0.4655 -0.050
C 2.0852 6.0859 -0.3993 -0.054
C 0.8229 6.2236 -0.9574 -0.063
C -0.1745 5.3101 -0.6524 -0.077
H -1.9781 2.5859 -1.4363 0.095
H -2.6811 4.0893 -0.7929 0.059
H -5.0908 2.4714 2.4809 0.106
H -6.6476 4.1503 3.4481 0.111
H -7.4503 6.0244 2.0579 0.110
H -6.7207 6.2274 -0.2940 0.110
H -5.2031 4.5571 -1.2611 0.101
H -3.9223 3.1970 -2.8601 0.100
H -4.8702 2.2858 -4.9284 0.111
H -6.0606 0.1225 -4.9004 0.113
H -6.3210 -1.1228 -2.7842 0.110
H -5.3779 -0.1982 -0.6855 0.101
H -2.4154 5.5390 1.3377 0.113
H -3.4572 6.4175 3.3741 0.115
H -3.5081 5.0466 5.4324 0.113
H -2.5270 2.7818 5.4377 0.113
H -1.5106 1.8710 3.3865 0.065
H 1.5725 3.2953 1.4430 0.061
H 3.3399 4.9183 0.8915 0.108
H 2.8627 6.7972 -0.6425 0.114
H 0.6156 7.0369 -1.6392 0.112
H -1.1448 5.4341 -1.1131 0.096
O 7.8633 2.1287 1.3949 0.127
C 6.8813 1.5593 0.6675 -0.480
O 7.0884 1.1793 -0.4487 0.136
C 5.5366 1.4307 1.3249 -0.129
C 4.7172 0.3922 0.9052 0.015
C 3.4588 0.2350 1.4538 -0.083
C 2.9749 1.1468 2.3883 -0.623
S 1.3832 1.0915 3.1125 0.724
C 3.7971 2.2011 2.8000 -0.122
C 5.0753 2.3268 2.2818 -0.025
H 7.5740 2.2857 2.3012 0.101
H 5.0828 -0.2845 0.1430 0.126
H 2.8352 -0.5837 1.1365 0.062
H 3.4255 2.9192 3.5202 0.108
H 5.6853 3.1659 2.5959 0.121
N -6.0613 -3.8613 0.5254 0.192
C -5.0623 -3.5417 -0.3249 -0.492
O -5.0498 -3.8792 -1.4894 0.075
C -3.9236 -2.7058 0.2266 -0.106
C -2.8607 -2.4495 -0.6282 0.035
C -1.8088 -1.6764 -0.1846 -0.075
N -1.7867 -1.1749 1.0575 -0.068
C -2.8123 -1.3938 1.8785 -0.115
C -3.8945 -2.1616 1.5006 0.012
H -6.8177 -4.4195 0.1664 0.124
H -6.0556 -3.6282 1.4996 0.092
H -2.8663 -2.8564 -1.6292 0.131
H -0.9590 -1.4516 -0.8106 0.119
H -2.7544 -0.9572 2.8650 0.125
H -4.6913 -2.2970 2.2175 0.117
O 0.4910 -1.7705 2.5901 -0.167
C 1.0521 -2.4469 1.6114 -0.621
O 1.0174 -2.0675 0.4482 -0.045
C 1.7749 -3.6979 1.9951 -0.143
C 3.1257 -3.8146 1.2878 -0.230
Ge 3.2693 -3.7202 -0.6835 1.019
C 2.0805 -5.1126 -1.3750 -0.260
C 0.7132 -4.8415 -1.4763 -0.110
C -0.1790 -5.7952 -1.9431 -0.088
C 0.2843 -7.0460 -2.3273 -0.089
C 1.6387 -7.3291 -2.2474 -0.081
C 2.5266 -6.3701 -1.7754 -0.095
C 3.0422 -2.1954 -1.8960 -0.261
C 3.3034 -2.5398 -3.2273 -0.117
C 3.2176 -1.6075 -4.2493 -0.077
C 2.8710 -0.2953 -3.9670 -0.088
C 2.6015 0.0690 -2.6569 -0.081
C 2.6781 -0.8745 -1.6407 -0.116
C 5.1392 -4.2499 -0.9099 -0.267
C 6.0701 -3.4065 -1.5185 -0.104
C 7.4128 -3.7446 -1.6091 -0.080
C 7.8610 -4.9532 -1.1009 -0.085
C 6.9591 -5.8100 -0.4839 -0.085
C 5.6248 -5.4526 -0.3855 -0.128
H 1.1292 -4.5274 1.6880 0.131
H 1.8742 -3.7372 3.0797 0.122
H 3.5028 -4.8235 1.4653 0.069
H 3.8488 -3.1220 1.7221 0.077
H 0.3437 -3.8605 -1.1963 0.078
H -1.2350 -5.5649 -2.0162 0.096
H -0.4073 -7.7932 -2.6938 0.103
H 2.0081 -8.2973 -2.5592 0.104
H 3.5829 -6.6079 -1.7408 0.088
H 3.5832 -3.5590 -3.4728 0.107
H 3.4265 -1.9061 -5.2682 0.106
H 2.8175 0.4364 -4.7628 0.102
H 2.3294 1.0912 -2.4212 0.099
H 2.4400 -0.5613 -0.6379 0.048
H 5.7501 -2.4562 -1.9302 0.093
H 8.1097 -3.0621 -2.0767 0.105
H 8.9056 -5.2239 -1.1781 0.103
H 7.3007 -6.7530 -0.0783 0.103
H 4.9500 -6.1391 0.1173 0.094
```

Summary:
- E_HOMO: -10.407 eV
- Total charge: +1
- LUMO level: -4.060 eV


[2]
ORCA calculation (ωB97M-V with the def2-TZVPD basis set) on a molecular structure, C18H24F3GeN3ORuS.

```
52
Properties=species:S:1:pos:R:3:lowdin_charge:R:1
Ru -0.1055 -0.2256 0.2858 1.050
C -3.9845 -0.1230 2.4594 0.046
C -2.5027 -0.0228 2.2859 -0.444
O -2.0012 -0.1201 1.1443 -0.110
N -1.7642 0.1655 3.3800 0.115
C -0.3167 0.3258 3.3791 -0.090
C 0.4173 -0.9696 3.1205 -0.215
C 0.8613 -1.7646 4.1592 0.028
C 1.5116 -2.9594 3.8863 0.014
C 1.7138 -3.3291 2.5666 -0.001
C 1.2730 -2.4845 1.5708 -0.078
N 0.6360 -1.3316 1.8387 -0.030
H -4.4626 -0.1704 1.4867 0.095
H -4.3647 0.7364 3.0119 0.108
H -4.2305 -1.0241 3.0235 0.110
H -2.2504 0.2455 4.2600 0.169
H -0.0287 0.7065 4.3561 0.146
H -0.0272 1.0875 2.6516 0.081
H 0.6986 -1.4447 5.1795 0.137
H 1.8592 -3.5892 4.6943 0.136
H 2.2133 -4.2505 2.3049 0.132
H 1.4128 -2.7269 0.5275 0.105
F 3.0083 3.8383 -0.0782 0.159
C 3.0490 3.3671 -1.3321 -0.604
F 2.0010 3.8880 -1.9904 0.152
F 4.1649 3.7876 -1.9112 0.187
C 2.9603 1.8585 -1.3262 -0.084
C 3.9225 1.0467 -1.9092 0.063
C 3.7595 -0.3328 -1.8916 0.005
C 2.6460 -0.8727 -1.2770 -0.081
N 1.7307 -0.0907 -0.6969 -0.102
C 1.8769 1.2389 -0.7367 -0.580
S 0.4196 1.9059 0.0134 0.803
H 4.7868 1.4946 -2.3816 0.145
H 4.4884 -0.9844 -2.3505 0.129
H 2.4781 -1.9411 -1.2533 0.119
C -2.9015 1.5962 -1.5876 -0.211
Ge -1.6881 0.4338 -2.5516 0.813
C -2.6148 -0.8268 -3.7044 -0.196
C -0.2056 1.3043 -3.4511 -0.201
C -0.8584 -1.0253 -1.2568 -0.336
H -3.4606 2.1830 -2.3177 0.042
H -2.3769 2.2863 -0.9297 0.001
H -3.6108 1.0073 -1.0081 0.021
H -3.1026 -0.2619 -4.5006 0.042
H -3.3798 -1.3743 -3.1561 0.036
H -1.9230 -1.5327 -4.1613 0.037
H -0.5761 1.6798 -4.4065 0.044
H 0.5954 0.5954 -3.6656 0.033
H 0.1876 2.1514 -2.8933 -0.004
H -0.1800 -1.5760 -1.9112 0.027
H -1.7547 -1.5758 -0.9493 0.037
```

Summary:
- E_HOMO: -15.170 eV
- Total charge: +2
- LUMO level: -7.564 eV


[3]
ORCA calculation (ωB97M-V with the def2-TZVPD basis set) on a molecular structure, C7H9F2NO.

```
20
Properties=species:S:1:pos:R:3:lowdin_charge:R:1
C -2.0421 -1.7822 -0.0184 -0.128
C 0.0044 -2.2226 0.3768 -0.112
C -1.3940 -0.6154 -0.3115 -0.242
C -0.0196 -0.9039 -0.0532 0.003
C -1.9276 0.7121 -0.7887 -0.021
C 1.5820 0.3195 0.0893 -0.198
C 2.7321 -0.5078 -0.3957 -0.458
N 1.6854 1.0263 1.2819 0.034
O -1.2208 -2.7930 0.2389 -0.005
F 3.1437 -1.5196 0.4039 0.054
F 2.3468 -1.0927 -1.5141 0.075
H -2.9883 -2.2433 -0.4072 0.149
H 0.8668 -2.9260 0.4013 0.131
H -1.3042 0.9591 -1.5318 0.039
H -2.9370 0.6261 -1.0140 0.062
H -1.9308 1.5039 -0.1048 0.062
H 1.3863 1.1389 -0.8028 0.180
H 3.6867 0.0467 -0.6109 0.169
H 0.7388 1.3625 1.5391 0.107
H 2.1199 0.4992 2.0464 0.099
```

Summary:
- E_HOMO: -8.432 eV
- Total charge: 0
- LUMO level: 0.843 eV


[4]
ORCA calculation (ωB97M-V with the def2-TZVPD basis set) on 2 unconnected molecules or ions with the total composition F3HN2O2S.

```
9
Properties=species:S:1:pos:R:3:lowdin_charge:R:1
N -0.5829 -2.1502 0.2612 -0.259
N -0.0434 2.2328 -0.1117 -0.117
O -0.9740 1.4434 0.2846 0.005
O 1.2925 -2.2812 -1.1792 -0.479
F -0.9711 -1.7377 1.5636 -0.208
F 0.3395 1.9611 -1.4627 -0.033
F 1.2306 1.9624 0.5701 -0.077
S 0.9664 -1.9076 0.1624 0.969
H -1.2576 0.4770 -0.0883 0.199
```

Summary:
- E_HOMO: -11.414 eV
- Total charge: 0
- LUMO level: -1.846 eV


[5]
ORCA calculation (ωB97M-V with the def2-TZVPD basis set) on a molecular structure, H4N2O2S.

```
9
Properties=species:S:1:pos:R:3:lowdin_charge:R:1
N -0.3472 -0.7804 -0.1641 -0.327
N -1.9453 -0.0679 0.6106 0.040
O 0.8748 1.4230 -0.4639 -0.294
O 2.0416 -0.7871 -0.1737 -0.268
S 0.7701 0.0746 0.4256 0.839
H -2.5888 -0.6723 0.9628 -0.040
H -2.3470 0.2674 -0.2311 -0.005
H 1.6375 1.8798 -0.0852 0.047
H 1.9044 -1.3371 -0.8810 0.008
```

Summary:
- E_HOMO (spin up / spin down): -9.413 / -9.413 eV
- Total charge: 0
- LUMO level (spin up / spin down): 0.009 / 0.008 eV


[6]
ORCA calculation (ωB97M-V with the def2-TZVPD basis set) on a single C7H12N2O molecule.

```
22
Properties=species:S:1:pos:R:3:lowdin_charge:R:1
C -1.1592 -0.2633 -1.3712 -0.080
C -0.9639 -0.0528 0.0614 -0.696
C -2.1495 -0.7970 0.8884 -0.006
C -0.9754 1.4358 0.2794 -0.046
N 0.2689 -0.4945 0.5438 0.018
C 1.5670 -0.1502 0.1319 -0.237
C 2.6091 -1.0351 0.4363 -0.114
N 3.8164 -0.6303 0.0592 0.060
O 3.5886 0.5883 -0.4896 -0.059
C 2.3056 0.8378 -0.5440 -0.095
H -2.0273 0.4277 -1.8018 0.129
H -0.2784 0.2235 -1.8524 0.080
H -1.0440 -1.2337 -1.8758 0.091
H -2.1909 -0.3871 1.9574 0.107
H -2.0077 -1.8287 0.8229 0.047
H -3.0519 -0.5666 0.3822 0.058
H -1.9170 1.8836 -0.2707 0.129
H -0.9585 1.6148 1.2975 0.059
H -0.1179 1.8704 -0.1782 0.055
H 0.1429 -1.3525 1.3699 0.234
H 2.4104 -1.9268 1.1070 0.137
H 2.1325 1.8365 -0.9538 0.130
```

Summary:
- E_HOMO: -8.090 eV
- Total charge: 0
- LUMO level: 0.718 eV


Which ΔE to the lowest compared entry with this formula, charge and spin belongs to each record? In order, 113.1, 0.0, 136.9, 205.6, 438.9, 389.0 kJ/mol.